Formula: C3H2IN
Source: OMol25
Level of theory: the ωB97M-V functional and the def2-TZVPD basis

SMILES: C=C(I)C#N
ΔE to the lowest compared entry with this formula, charge and spin: 0.238 eV
orbital gap: 0.3655 hartree
spin multiplicity: 1
molar mass: 178.96 g/mol
HOMO: -0.367 Eh

Last column: Mulliken charge in e.
Positions of all 7 atoms, in Å:
H (-0.702, 0.072, 0.646)  0.2348
C (0.318, 0.022, 0.057)  -0.5325
H (0.420, -0.111, -0.981)  0.3189
N (3.473, 0.111, -1.063)  -0.3333
C (1.464, -0.004, 0.717)  0.0126
I (1.920, -0.065, 2.777)  0.1680
C (2.710, 0.070, -0.210)  0.1314

Formula: C3H2INOS
Source: OMol25
Level of theory: the ωB97M-V functional and the def2-TZVPD basis

⟨S²⟩: 2.0178
ΔE to the lowest compared entry with this formula, charge and spin: 1.467 eV
orbital gap (alpha / beta): 0.1998 / 0.2545 hartree
spin multiplicity: 3
molar mass: 227.03 g/mol
HOMO (alpha / beta): -0.192 / -0.351 Eh

Last column: Mulliken charge in e.
Positions of all 9 atoms, in Å:
C (-0.973, -0.446, 0.044)  -0.5464
O (-0.511, 2.299, -0.071)  -0.4338
C (-0.086, -1.408, -0.117)  -0.1157
I (-3.055, -0.455, -0.001)  0.1620
H (-0.352, -2.383, -0.260)  0.4564
H (2.086, 1.322, 0.303)  0.2435
S (1.586, -0.923, 0.053)  -0.1512
N (1.288, 0.755, 0.040)  -0.1240
C (0.018, 1.239, 0.009)  0.5091

Formula: C3H2KLiO
Source: OMol25
Level of theory: the ωB97M-V functional and the def2-TZVPD basis

ΔE to the lowest compared entry with this formula, charge and spin: 0.658 eV
orbital gap: 0.1691 hartree
spin multiplicity: 1
molar mass: 100.09 g/mol
HOMO: -0.190 Eh

Last column: Mulliken charge in e.
Positions of all 8 atoms, in Å:
C (-0.469, 0.208, -1.010)  -0.0502
C (0.534, -0.489, -0.194)  -0.1212
H (-2.365, -0.392, -0.233)  0.2014
C (-1.285, -0.569, -0.336)  -0.7830
K (1.626, 2.097, -0.488)  0.8619
H (1.179, -1.265, -0.633)  0.1960
O (1.145, 0.238, 0.838)  -1.0210
Li (-0.365, 0.173, 2.055)  0.7161

Formula: C3H2LiO2Tb
Source: OMol25
Level of theory: the ωB97M-V functional and the def2-TZVPD basis

⟨S²⟩: 12.6190
charge: +2
orbital gap (alpha / beta): 0.2914 / 0.2892 hartree
spin multiplicity: 7
molar mass: 235.91 g/mol
HOMO (alpha / beta): -0.595 / -0.645 Eh

Last column: Mulliken charge in e.
Positions of all 9 atoms, in Å:
O (-2.590, 0.364, 0.062)  -0.3736
O (0.568, -0.854, -0.997)  -0.6283
H (-2.503, 0.053, -1.970)  0.2943
C (-1.145, 0.205, 0.228)  -0.2688
C (-0.682, -0.774, -0.707)  0.2794
C (-1.965, 0.621, -1.199)  -0.0424
Tb (1.598, -0.656, 1.202)  1.5686
H (-1.918, 1.675, -1.488)  0.2614
Li (-2.684, -1.586, 0.378)  0.9093